(1)
The following is a DFT calculation (the ωB97M-V functional and the def2-TZVPD basis) of 2 unconnected molecules or ions with the total composition C6H12.

The geometry in XYZ format:
```
18
Properties=species:S:1:pos:R:3:forces:R:3
C 1.91969 0.70110 -1.02878 -0.01 -0.14 0.04
C -1.14143 2.01525 0.41295 -0.12 -0.10 0.03
C 0.36858 -1.23596 -0.62281 -0.04 0.04 -0.05
C -0.07722 -1.77427 0.73943 0.00 -0.03 0.08
C 1.68693 -0.51682 -0.54659 0.05 0.14 -0.08
C -2.20719 1.24254 0.59060 0.11 0.09 0.00
H 2.49573 -1.05483 -0.04732 -0.10 0.08 -0.07
H 0.45380 -2.07609 -1.32625 0.00 0.12 0.09
H 1.13853 1.26863 -1.53234 0.10 -0.11 0.08
H -0.39228 -0.55746 -1.02742 0.13 -0.10 0.04
H -1.22965 3.03096 0.03357 -0.02 -0.15 0.06
H -1.06318 -2.24784 0.67459 0.16 0.07 0.01
H 0.62894 -2.52354 1.11645 -0.10 0.12 -0.05
H -2.11732 0.22703 0.97073 -0.01 0.17 -0.07
H -0.13523 1.66279 0.63098 -0.19 0.04 -0.01
H -3.21293 1.59080 0.36832 0.15 -0.02 0.02
H -0.13237 -0.96910 1.48168 0.01 -0.12 -0.11
H 2.89437 1.17469 -0.94544 -0.13 -0.10 0.00
```
Forces are in eV/Å.

Results
E_tot in hartree: -235.748038
Net charge: 0
Strongest force on any atom in eV/Å: 0.19
E_HOMO in eV: -9.655
Relative energy (zero: lowest compared OMol25 entry of this formula, charge and spin) in eV: 1.9098
HOMO-LUMO gap in eV: 10.883

natural (NBO) population analysis, charges in e, atoms 1 to 4: C -0.41; C -0.39; C -0.45; C -0.60

=====

(2)
The following is a DFT calculation (the ωB97M-V functional and the def2-TZVPD basis) of a single C6H11NO molecule in a non-equilibrium geometry.

The geometry in XYZ format:
```
19
Properties=species:S:1:pos:R:3:forces:R:3
O 1.52799 -1.67124 1.58072 -0.20 -0.05 -0.15
N 1.64276 0.53537 1.29481 -0.91 0.96 -0.11
C 0.95679 -0.64897 1.23119 1.34 -1.01 0.49
C -1.36992 -1.05700 -2.76831 0.45 -0.21 -0.12
C 0.99051 1.81866 1.37406 -0.56 1.55 0.57
C -0.45630 -0.68154 0.73915 -0.32 1.55 0.01
C -0.67725 -0.04766 -0.64482 0.17 0.29 -0.44
C -0.54406 -1.11857 -1.72296 -1.46 1.02 0.21
H -1.03995 -0.08666 1.44752 -0.10 -0.24 0.17
H -0.09515 1.82942 1.50906 0.08 -0.70 -0.20
H 1.30616 2.35594 2.27935 0.28 -0.17 -0.17
H -1.62987 0.48949 -0.70084 -0.47 -0.81 0.04
H -2.03186 -0.20564 -2.87604 0.00 0.07 0.10
H 2.51193 0.54426 1.80468 0.02 -0.72 -0.16
H 0.07819 -1.95419 -1.43649 0.26 -0.13 -0.50
H -0.07102 0.84903 -0.85256 0.79 -0.68 0.27
H -1.44798 -1.76480 -3.58476 0.29 -0.23 0.20
H -0.80804 -1.70493 0.77826 0.03 -0.09 -0.02
H 1.15707 2.51903 0.54798 0.32 -0.40 -0.19
```
Forces are in eV/Å.

Results
E_tot in hartree: -365.182785
Net charge: 0
Strongest force on any atom in eV/Å: 1.80
E_HOMO in eV: -9.486
Relative energy (zero: lowest compared OMol25 entry of this formula, charge and spin) in eV: 1.3247
HOMO-LUMO gap in eV: 10.322

natural (NBO) population analysis, charges in e, atoms 1 to 4: O -0.61; N -0.62; C 0.68; C -0.39

=====

(3)
The following is a DFT calculation (the ωB97M-V functional and the def2-TZVPD basis) of a molecular structure, C3H10N2O2 in a non-equilibrium geometry.

The geometry in XYZ format:
```
17
Properties=species:S:1:pos:R:3:forces:R:3
O -2.09815 -0.28890 -0.96945 0.57 -0.05 0.23
O 0.65962 -1.39478 -0.34674 -2.40 0.95 1.07
N 1.22925 -1.82170 0.89392 -0.04 -0.05 -0.07
N 0.94927 1.00846 1.25741 0.45 -0.56 -0.42
C -1.51936 0.13448 0.24285 0.70 1.09 -0.11
C 0.45874 1.59197 -1.09539 0.11 -0.07 -0.18
C 0.32674 0.88075 0.19688 -2.27 0.12 0.86
H -1.93494 1.11413 0.47241 0.08 0.04 -0.03
H 2.23887 -1.76099 0.76105 -0.23 -0.13 -0.01
H 0.82245 0.25593 1.94053 -0.36 0.46 0.01
H -0.29126 -0.70303 0.08182 3.22 -1.65 -1.34
H -0.24510 1.20916 -1.83270 0.03 -0.01 0.06
H 1.47703 1.46379 -1.46545 -0.07 0.04 0.02
H 0.26689 2.65669 -0.94411 0.01 -0.07 0.04
H -1.75006 -0.49882 1.10904 0.23 -0.24 -0.04
H -1.57518 -1.03945 -1.28976 -0.23 -0.01 -0.03
H 0.98520 -2.80769 0.98768 0.20 0.16 -0.06
```
Forces are in eV/Å.

Results
E_tot in hartree: -380.099558
Net charge: 0
Strongest force on any atom in eV/Å: 3.86
E_HOMO in eV: -8.355
Relative energy (zero: lowest compared OMol25 entry of this formula, charge and spin) in eV: 6.4520
HOMO-LUMO gap in eV: 9.247

natural (NBO) population analysis, charges in e, atoms 1 to 4: O -0.70; O -0.67; N -0.57; N -0.67

=====

(4)
The following is a DFT calculation (the ωB97M-V functional and the def2-TZVPD basis) of 5 unconnected molecules or ions with the total composition C22H34N2O3 in a non-equilibrium geometry.

The geometry in XYZ format:
```
61
Properties=species:S:1:pos:R:3:forces:R:3
O -14.34727 7.32156 -39.30071 0.06 0.97 -0.04
O -9.60203 3.79844 -40.35330 -0.05 -1.84 0.92
O -12.99897 9.64419 -44.51793 0.75 -0.52 0.19
N -21.35572 4.55676 -38.05194 3.35 -2.86 -0.01
N -14.77419 3.08546 -40.74754 0.31 1.25 0.18
C -15.69920 7.09923 -39.02861 -1.38 -0.58 -0.21
C -15.63013 4.04028 -41.29801 2.55 -2.75 1.14
C -15.11807 9.27102 -38.23359 -1.09 -0.35 0.78
C -21.25760 4.39501 -39.38553 -1.61 2.53 3.59
C -20.42800 4.03654 -37.19497 -1.05 0.33 -1.52
C -19.36390 3.26903 -37.74566 -0.05 0.04 -2.32
C -20.27010 3.61408 -39.94232 0.28 -0.79 -1.57
C -15.16575 10.26028 -44.07826 -3.08 0.22 -1.73
C -19.31761 2.99936 -39.18409 -0.60 0.71 3.08
C -14.23830 9.92744 -45.22720 1.81 0.34 1.04
C -9.48094 2.40548 -40.82661 -0.02 0.97 -0.50
C -15.12305 5.08884 -41.97863 0.57 1.37 -0.96
C -13.74099 5.25151 -42.10273 0.40 -0.51 0.22
C -14.38677 10.41227 -42.85772 1.32 -0.07 1.59
C -8.95928 4.62693 -41.25024 0.34 0.25 -1.69
C -12.86898 4.37275 -41.46829 -0.35 -0.12 0.37
C -13.95952 8.37901 -38.40600 2.11 -0.33 -1.31
C -13.40196 3.29477 -40.76138 -3.36 0.38 -0.85
C -13.22769 9.45821 -43.11448 -0.26 0.69 -0.08
C -9.04510 3.84745 -42.59266 -1.51 2.71 -0.12
C -16.27979 8.24697 -38.18242 0.96 0.64 -0.12
C -8.80358 2.45241 -42.19129 1.37 -0.32 0.16
H -12.81762 2.54371 -40.25064 0.10 0.04 -0.01
H -8.92151 1.77793 -40.13285 -0.46 0.11 0.26
H -13.29952 6.02232 -42.71703 -0.24 0.27 0.04
H -20.19265 3.57756 -41.01892 -0.17 0.02 -0.14
H -7.71678 2.37605 -42.15733 0.08 -0.73 0.31
H -20.59935 4.03422 -36.12865 -0.12 0.23 0.07
H -15.18993 9.91413 -39.11072 -0.11 0.02 0.04
H -14.41319 9.06448 -45.86971 -0.71 0.02 0.20
H -14.96535 10.22962 -41.95219 0.04 -0.26 0.03
H -9.44187 5.60424 -41.25875 -0.36 -0.04 -0.17
H -10.08637 3.92398 -42.90573 -0.23 0.19 -0.22
H -16.26703 7.00496 -39.95424 0.16 0.04 -0.34
H -16.38100 7.90900 -37.15109 -0.54 0.18 -0.05
H -11.79801 4.51196 -41.47513 0.06 0.07 -0.13
H -13.24022 9.04270 -38.88583 0.76 -0.68 -0.20
H -9.23002 1.68249 -42.83430 0.21 0.14 -0.15
H -8.47239 4.38969 -43.34503 0.39 -0.71 -0.19
H -17.16790 8.68516 -38.63777 -0.25 -0.30 0.45
H -16.69099 3.84454 -41.24634 -0.08 -0.12 0.15
H -14.96453 9.89015 -37.34974 -0.42 0.06 0.03
H -18.59180 2.33304 -39.62639 0.29 0.17 0.11
H -13.46966 7.85760 -37.58365 -0.36 0.59 0.70
H -7.91689 4.86432 -41.03768 0.38 -0.40 0.47
H -13.49002 8.44228 -42.81923 -0.22 -0.39 -0.40
H -15.83397 6.14424 -38.52074 0.10 -0.24 0.23
H -15.94535 9.50098 -44.01666 0.01 -0.24 0.31
H -15.79099 5.78549 -42.46334 -0.03 0.16 -0.07
H -10.49044 2.07815 -41.07533 -0.15 -0.35 0.85
H -14.03880 10.79550 -45.85548 0.01 -0.04 -0.10
H -12.33756 9.69274 -42.53074 0.21 0.21 -0.41
H -18.60980 2.81964 -37.11654 -0.25 -0.11 0.34
H -21.89846 5.18440 -39.74961 0.03 -0.27 -1.66
H -14.02163 11.43581 -42.77337 0.23 0.01 -0.03
H -15.71534 11.19228 -44.21022 -0.13 -0.01 -0.57
```
Forces are in eV/Å.

Results
E_tot in hartree: -1193.434127
Net charge: +1
Strongest force on any atom in eV/Å: 4.68
<S²>: 0.77
E_HOMO (spin up / spin down) in eV: -11.036 / -11.036
Spin multiplicity: 2
HOMO-LUMO gap (spin up / spin down) in eV: 5.908 / 2.129

natural (NBO) population analysis, charges in e, atoms 1 to 4: O -0.52; O -0.54; O -0.54; N -0.08

=====

Question: The lowest E_tot belongs to which entry?
Answer: C22H34N2O3

=====

Question: Among the records above, which one has the highest net charge?
Answer: C22H34N2O3